This record from OMol25 describes a cluster of 2 separate species, C3H7N3O2 in total at a distorted geometry. The level of theory is ωB97M-V with the def2-TZVPD basis set.

XYZ file:
```
15
Properties=species:S:1:pos:R:3
C -0.7750 2.3302 0.1701
C 1.6757 0.0496 0.3051
C -1.0668 -0.8100 -0.0255
H -0.3050 2.8227 -0.6240
H -1.9008 2.4235 0.1226
H -0.5127 3.0038 0.9942
H 2.7116 0.0120 0.5579
H 2.0975 -2.1814 0.1843
H 0.2049 -1.9004 -1.6475
H -1.0428 0.1764 1.3402
N 0.8902 1.0385 0.6689
N 1.4376 -1.3396 0.0590
N 0.1822 -2.0142 -0.6136
O -0.3267 1.0641 0.2542
O -1.9015 -0.7602 -0.8074
```

As for the spin multiplicity: 1. Its HOMO energy is -8.27 eV. For the relative energy (zero: lowest compared OMol25 entry of this formula, charge and spin), the calculation gives 269.09 kcal/mol. As for the charge: 0. The value obtained for the total energy is -432.893947 hartree.